14
Properties=species:S:1:pos:R:3:forces:R:3:lowdin_charge:R:1 method="wB97M-V/def2-TZVPD" relative_energy_kj_mol=202.85 charge=+1 spin_multiplicity=3 s_squared=2.021 e_homo_ev="-10.3 / -14.2" homo_lumo_gap_ev="6.330 / 6.891" e_tot_ha=-2914.255766
Br 0.143842 1.358708 -2.148586 -0.12 -0.12 0.68 0.841
O -1.633396 1.656952 -0.012308 2.04 -2.04 1.32 0.056
N -0.039642 -1.894714 -0.511585 4.85 -0.06 1.55 0.099
N 0.383454 0.834872 0.730912 -4.32 0.04 1.71 0.048
C 1.194910 -0.328566 0.766355 3.82 1.15 2.37 -0.137
C -0.953602 -1.211550 -0.865182 -3.97 1.02 1.62 -0.024
C -0.656277 0.834052 -0.445887 2.25 2.04 0.02 -0.679
C 1.005314 -1.541737 0.295622 -1.75 -1.96 -0.84 -0.114
H 0.936870 1.696901 0.925338 -0.38 -0.36 -1.16 0.197
H 1.611922 -2.350826 0.586052 1.04 -0.54 0.18 0.123
H -0.365826 0.907355 1.625142 2.14 -0.52 -2.26 0.267
H -2.139400 1.803225 -0.768879 -2.18 0.94 -2.02 0.083
H 2.165394 -0.185788 1.340418 -1.52 0.01 -0.75 0.156
H -1.653562 -1.578885 -1.517412 -1.91 0.40 -2.42 0.085



9
Properties=species:S:1:pos:R:3:forces:R:3:lowdin_charge:R:1 method="wB97M-V/def2-TZVPD" relative_energy_kj_mol=430.29 charge=+1 spin_multiplicity=1 e_homo_ev=-17.4 smiles="N#CCC=[N+]=O" homo_lumo_gap_ev=9.251 e_tot_ha=-300.405503
O 2.075120 1.380856 0.045858 0.71 0.16 0.55 0.395
N 0.970977 1.151616 0.079870 1.02 -0.13 -0.69 0.055
N 1.326554 -1.852645 -0.075229 3.80 -1.79 -0.32 0.232
C -0.858917 -0.588164 0.124750 2.62 2.41 0.70 0.004
C -0.180279 0.839908 -0.178542 -2.86 -0.50 0.42 0.081
C 0.296430 -1.428025 -0.003818 -3.30 0.51 0.54 -0.220
H -1.273949 -0.506022 1.114771 -0.24 -0.26 0.39 0.144
H -1.570505 -0.689485 -0.614161 -1.66 -0.46 -1.53 0.110
H -0.785430 1.691957 -0.493501 -0.08 0.06 -0.06 0.199